Run A
C17H24N2O2 | ωB97M-V/def2-TZVPD

Its SMILES is CCCCCCOc1ccc(/C=N/NC(=O)C2CC2)cc1. Its net charge is 0. The HOMO-LUMO gap is 8.51 eV.

Last column: Löwdin charge in e.
Geometry (Å):
C: -3.844 -3.509 0.275  -0.109
C: -4.658 -2.627 1.216  -0.269
C: -5.721 -1.794 0.497  -0.224
C: -5.176 -0.806 -0.536  -0.216
H: -4.639 -1.347 -1.317  0.107
C: -4.262 0.253 0.073  -0.178
C: -3.860 1.301 -0.967  -0.198
O: -2.995 2.287 -0.439  -0.038
C: -1.686 2.003 -0.233  -0.263
C: -0.941 3.020 0.373  0.001
C: 0.402 2.858 0.617  -0.035
C: 1.054 1.672 0.266  -0.221
C: 0.307 0.661 -0.340  -0.015
C: -1.041 0.817 -0.586  -0.010
H: -1.578 0.011 -1.059  0.106
H: 0.803 -0.256 -0.616  0.105
C: 2.465 1.517 0.527  -0.091
N: 3.091 0.453 0.213  0.034
N: 4.400 0.357 0.473  0.056
C: 5.209 -0.715 0.194  -0.441
O: 6.385 -0.640 0.498  0.059
C: 4.640 -1.915 -0.459  -0.185
C: 3.249 -2.426 -0.174  -0.114
C: 3.558 -1.845 -1.508  -0.114
H: 3.656 -2.506 -2.356  0.100
H: 3.154 -0.874 -1.742  0.084
H: 3.130 -3.495 -0.083  0.100
H: 2.635 -1.848 0.498  0.084
H: 5.414 -2.659 -0.604  0.141
H: 4.880 1.144 0.923  0.160
H: 2.978 2.360 1.007  0.127
H: 0.960 3.656 1.086  0.111
H: -1.451 3.933 0.639  0.119
H: -4.742 1.858 -1.295  0.132
H: -3.412 0.822 -1.848  0.125
H: -3.361 -0.212 0.476  0.102
H: -4.772 0.757 0.895  0.128
H: -6.024 -0.307 -1.012  0.114
H: -6.412 -2.473 -0.009  0.109
H: -6.293 -1.240 1.245  0.109
H: -3.988 -1.972 1.774  0.098
H: -5.166 -3.265 1.943  0.104
H: -3.186 -4.160 0.846  0.069
H: -4.501 -4.130 -0.329  0.075
H: -3.227 -2.910 -0.390  0.060

Run B
C17H24N2O2 | ωB97M-V/def2-TZVPD

Its SMILES is CC[C@@H](C)NC(=O)[C@@H]1CCC(=O)N1CCc1ccccc1. Its net charge is 0. The HOMO-LUMO gap is 9.43 eV.

Last column: Löwdin charge in e.
Geometry (Å):
C: -3.643 -1.866 -0.484  -0.095
C: -3.950 -0.989 -1.692  -0.216
H: -4.725 -1.460 -2.298  0.112
C: -2.715 -0.769 -2.573  -0.382
N: -1.675 -0.094 -1.820  0.097
C: -0.471 -0.647 -1.564  -0.452
O: -0.155 -1.759 -1.926  0.082
C: 0.471 0.288 -0.800  -0.198
N: 1.513 -0.425 -0.102  -0.010
C: 2.739 0.134 -0.215  -0.453
O: 3.749 -0.270 0.312  0.076
C: 2.605 1.364 -1.103  -0.060
H: 2.617 2.242 -0.453  0.125
C: 1.253 1.180 -1.783  -0.101
H: 1.381 0.643 -2.725  0.128
H: 0.739 2.119 -1.983  0.115
H: 3.438 1.439 -1.798  0.122
C: 1.248 -1.526 0.788  -0.119
H: 0.653 -2.280 0.266  0.118
H: 2.225 -1.947 1.036  0.127
C: 0.536 -1.070 2.074  -0.114
C: 1.304 0.050 2.720  -0.240
C: 2.538 -0.198 3.307  -0.042
C: 3.286 0.835 3.840  -0.074
C: 2.808 2.134 3.795  -0.093
C: 1.575 2.391 3.224  -0.090
C: 0.830 1.354 2.690  -0.056
H: -0.138 1.565 2.252  0.103
H: 1.192 3.402 3.191  0.099
H: 3.395 2.943 4.205  0.099
H: 4.247 0.628 4.285  0.104
H: 2.919 -1.208 3.339  0.119
H: 0.471 -1.925 2.748  0.121
H: -0.481 -0.745 1.840  0.105
H: -0.111 0.901 -0.094  0.141
H: -1.877 0.842 -1.507  0.151
C: -3.055 0.036 -3.825  -0.048
H: -2.162 0.194 -4.424  0.079
H: -3.471 1.005 -3.554  0.077
H: -3.785 -0.497 -4.426  0.078
H: -2.290 -1.737 -2.856  0.145
H: -4.330 -0.020 -1.359  0.112
H: -4.541 -2.027 0.107  0.070
H: -2.892 -1.401 0.150  0.060
H: -3.262 -2.832 -0.806  0.079

run B has the most favorable energy; the next structure is 71.2 kcal/mol above.

Run A
C7H14N2O4 | ωB97M-V/def2-TZVPD

Its SMILES is C[C@H](N)C(=O)N[C@H](C(=O)O)[C@@H](C)O. Its net charge is 0. The HOMO-LUMO gap is 10.00 eV.

Last column: Löwdin charge in e.
Geometry (Å):
C: 2.382 -0.267 0.215  -0.350
C: 1.296 -1.017 -0.517  -0.428
C: 2.035 0.011 1.683  -0.029
C: -0.955 0.106 -0.885  -0.152
C: -0.939 1.419 -0.142  -0.504
C: -1.824 -0.926 -0.075  -0.413
C: -1.530 -1.194 1.375  -0.032
H: 2.904 0.980 -1.397  0.110
H: 3.188 1.652 0.133  0.093
H: 3.247 -0.963 0.197  0.150
H: 1.100 0.564 1.681  0.071
H: 2.883 0.570 2.128  0.097
H: 1.891 -0.962 2.138  0.083
H: 0.296 -0.873 -2.211  0.140
H: -1.541 0.317 -1.799  0.177
H: -1.614 -1.845 -0.614  0.143
H: -3.246 0.240 0.175  0.079
H: -1.708 -0.302 2.027  0.099
H: -2.265 -1.960 1.717  0.102
H: -0.513 -1.558 1.588  0.069
H: 0.911 1.769 -0.544  0.055
N: 2.593 1.048 -0.418  0.025
N: 0.356 -0.376 -1.335  0.092
O: 1.336 -2.230 -0.465  0.108
O: -1.939 1.811 0.401  0.105
O: -3.171 -0.633 -0.221  -0.011
O: 0.152 2.162 -0.074  0.122

Run B
C7H14N2O4 | ωB97M-V/def2-TZVPD

Its net charge is 0. The HOMO-LUMO gap is 8.89 eV.

Last column: Löwdin charge in e.
Geometry (Å):
C: 0.559 2.906 2.445  -0.467
C: 1.268 -0.833 0.666  -0.039
C: 0.943 -2.698 -0.985  -0.069
C: -2.351 -0.202 0.806  0.039
C: 0.595 -0.130 -1.618  -0.173
C: 1.394 -1.279 -0.829  -0.357
C: -1.381 0.560 -0.095  -0.221
N: -1.127 1.773 0.061  -0.272
N: -0.845 -0.134 -1.359  0.054
O: 0.475 1.871 2.924  0.215
O: 0.728 3.889 1.879  0.198
O: -1.587 2.459 1.018  -0.073
O: -0.214 2.385 -0.793  0.070
H: 0.272 -1.009 1.052  0.074
H: 1.556 0.124 0.742  0.035
H: 1.953 -1.392 1.150  0.043
H: -0.053 -2.600 -0.787  0.032
H: 1.112 -3.108 -1.931  0.061
H: 1.522 -3.254 -0.177  0.115
H: -3.158 -0.469 0.220  0.064
H: -2.401 0.536 1.548  0.062
H: -1.909 -1.107 1.199  0.079
H: 1.113 0.769 -1.435  0.089
H: 0.553 -0.209 -2.634  0.081
H: 2.407 -1.126 -1.229  0.132
H: -1.384 -0.976 -1.468  0.100
H: -0.037 3.255 -0.372  0.128

run A has the most favorable energy; the next structure is 102.6 kcal/mol above.